Record 1
C8H10N3O | ωB97M-V/def2-TZVPD

- LUMO level (spin up / spin down): -4.20 / -7.66 eV
- Charge: +1
- Highest occupied orbital energy (spin up / spin down): -12.8 / -14.0 eV
- Gap between HOMO and LUMO (spin up / spin down): 8.59 / 6.36 eV
- Expectation value of S²: 2.0315
- Energy: -14965.1154 eV
- 2S+1: 3
- ΔE to the lowest compared entry with this formula, charge and spin: 0.241 eV

Last column: Löwdin spin population.
CARTESIAN COORDINATES (ANGSTROEM)
O: 3.83249 -1.97536 -0.56635  0.053
N: 4.06926 0.34466 -0.30207  0.063
N: 2.17225 1.28968 0.50259  0.376
N: 1.35466 0.43764 0.83033  0.656
C: 3.86227 -0.84403 -0.39906  0.030
C: 0.14298 0.18140 0.34586  0.137
C: -0.51856 -1.04883 0.90402  0.010
C: 3.39479 1.40737 0.19116  0.150
C: -2.42996 -0.57485 -0.62855  0.003
C: -1.89800 0.81850 -0.93738  0.075
C: -2.03740 -0.95921 0.79477  0.004
C: -0.52313 1.03956 -0.50181  0.375
H: -2.52611 1.59093 -0.46902  0.028
H: -1.96517 1.05018 -2.00750  0.016
H: -2.48063 -1.91555 1.06377  0.001
H: -0.16210 -1.91666 0.34180  0.000
H: -2.41259 -0.20554 1.48864  0.000
H: 3.90540 2.35605 0.24068  0.007
H: -0.06150 1.98763 -0.75544  0.016
H: -0.20335 -1.17286 1.93884  0.000
H: -3.51179 -0.59955 -0.74474  0.000
H: -2.00381 -1.29115 -1.33056  0.000

---

Record 2
C30H27N7O2STc | ωB97M-V/def2-TZVPD

- LUMO level (spin up / spin down): -7.42 / -8.04 eV
- Charge: +2
- Highest occupied orbital energy (spin up / spin down): -13.6 / -13.8 eV
- Gap between HOMO and LUMO (spin up / spin down): 6.22 / 5.77 eV
- Expectation value of S²: 3.7900
- Energy: -59094.8620 eV
- 2S+1: 4
- ΔE to the lowest compared entry with this formula, charge and spin: 0.000 eV

Last column: Löwdin spin population.
CARTESIAN COORDINATES (ANGSTROEM)
Tc: -0.62284 -0.66853 -0.60571  2.249
S: -2.68995 5.40866 1.30083  0.013
O: -0.02438 -2.32710 -1.38895  0.176
O: -0.00129 -4.32901 -0.38743  0.003
N: 1.26793 -0.23907 0.09666  -0.027
N: -0.74356 -1.37436 1.25679  0.184
N: 2.12995 0.35106 -0.60666  0.094
N: -1.31087 1.28678 -0.00522  0.003
N: 0.40836 0.29333 -2.21894  0.044
N: -5.09571 6.99608 -2.21482  0.000
N: -2.61859 -1.32465 -1.27468  0.012
C: -0.01792 0.53242 -3.46333  0.015
C: -1.13384 1.75564 1.25103  0.008
C: -4.17549 -2.08357 2.44918  -0.001
C: 1.66691 0.65886 -1.88617  0.001
C: 2.05412 1.55750 -4.05418  0.003
C: -5.01034 5.88095 -0.10255  0.000
C: -3.77902 7.15247 -2.16943  0.000
C: -2.39014 3.35808 -0.56048  -0.001
C: -1.97994 -3.70570 -1.58759  0.007
C: 0.77001 1.16319 -4.40729  0.021
C: -1.54455 2.99991 1.64801  -0.001
C: 1.78198 -1.57458 3.94557  -0.019
C: -1.86261 -2.08725 1.77384  0.025
C: -2.58507 -2.47478 -2.23717  0.003
C: -3.05854 -1.39939 1.99050  0.014
C: 2.76472 -0.51246 2.02983  -0.010
C: -0.57071 -3.51189 -1.04255  0.015
C: -2.90196 -4.12307 2.50679  0.000
C: -1.93143 2.10400 -0.87723  0.010
C: -4.09997 -3.44740 2.70119  0.015
C: 0.42079 -1.29625 1.98873  -0.009
C: -5.69718 6.38526 -1.20106  0.000
C: -1.78070 -3.45154 2.04279  0.016
C: -3.63136 6.02835 -0.08067  0.001
C: 2.88627 -0.97374 3.31204  0.036
C: 0.57091 -1.73632 3.31247  0.031
C: 1.52997 -0.66898 1.37569  0.026
C: 2.51443 1.29813 -2.77377  0.016
C: -2.19163 3.84910 0.73554  0.010
C: -2.99424 6.68832 -1.11961  0.000
H: -2.05371 1.73062 -1.88758  0.002
H: -2.60726 -4.08735 -0.77861  0.001
H: -3.19438 -0.57580 -1.65671  0.004
H: -3.60010 -2.68557 -2.57237  0.000
H: 0.38359 1.33271 -5.40173  0.001
H: -1.36687 3.31649 2.66715  0.000
H: -0.64662 1.09457 1.95267  0.001
H: -0.85206 -3.98181 1.87164  0.000
H: -6.77529 6.29554 -1.26208  0.000
H: 3.50934 1.56402 -2.44735  0.000
H: 3.82217 -0.87932 3.84380  0.002
H: -3.09707 -0.32698 1.82974  0.000
H: -2.83811 -5.18291 2.71429  0.000
H: -5.53817 5.39850 0.70881  0.000
H: 3.58643 -0.04130 1.50972  -0.001
H: 2.69189 2.05105 -4.77469  0.000
H: -2.89052 3.94994 -1.31331  0.000
H: -0.26163 -2.19682 3.82548  0.002
H: -1.92311 -4.50634 -2.32811  0.000
H: -4.96950 -3.98003 3.06126  0.001
H: -3.32358 7.67512 -3.00242  0.000
H: 1.89024 -1.91868 4.96588  -0.002
H: -5.09895 -1.54873 2.62762  0.000
H: -3.11861 -1.62348 -0.43164  0.005
H: -1.99425 -2.17421 -3.10152  0.000
H: -1.92453 6.84982 -1.11484  0.000
H: -1.01863 0.19492 -3.70518  0.002

---

Record 3
C26H25Br2F6N2O5PdS2Te | ωB97M-V/def2-TZVPD

- LUMO level (spin up / spin down): -5.90 / -9.38 eV
- Charge: +2
- Highest occupied orbital energy (spin up / spin down): -14.3 / -14.2 eV
- Gap between HOMO and LUMO (spin up / spin down): 8.36 / 4.87 eV
- Expectation value of S²: 8.7920
- Energy: -229396.1485 eV
- 2S+1: 6
- ΔE to the lowest compared entry with this formula, charge and spin: 0.390 eV

Last column: Löwdin spin population.
CARTESIAN COORDINATES (ANGSTROEM)
Te: 2.00362 1.45225 -2.84430  0.654
Pd: 1.11165 0.25079 -0.23719  1.388
Br: -0.35282 -2.17387 0.50674  0.056
Br: 0.57228 0.11865 2.50093  0.106
S: -0.83082 2.33232 -0.78871  0.016
S: 1.46324 3.93231 -0.45822  0.011
F: -3.14183 2.43470 0.38459  0.002
F: 4.00777 3.26446 -0.49177  0.005
F: -1.51537 3.20195 1.59044  0.000
F: 3.41144 4.56587 1.13382  0.000
F: -2.27941 4.37524 -0.06238  0.000
F: 2.95468 2.44906 1.20013  -0.001
O: 1.78324 4.01257 -1.87163  0.034
O: -1.01019 2.88833 -2.09098  0.023
O: 0.87420 5.03730 0.21436  0.018
O: -1.02042 0.88040 -0.61382  0.073
O: 2.80721 -0.99061 0.16489  0.200
N: 3.56754 0.37352 -1.45323  1.344
N: 0.64878 2.53445 -0.15614  0.107
C: 1.41261 -1.51721 -2.96607  0.032
C: 0.51900 1.65334 -5.48078  0.038
C: 0.96799 3.46160 -8.80854  0.001
C: 3.79190 -0.61482 -0.51893  0.111
C: 2.51746 3.11136 -5.34850  0.022
C: 5.36607 -2.16652 0.54493  0.019
C: 0.34439 2.08867 -6.79140  0.015
C: 7.44080 -1.12282 -1.02595  0.001
C: 6.64040 -2.67478 0.66309  0.009
C: 2.34804 -0.55507 -3.39056  0.100
C: 1.62082 -2.84632 -3.23744  0.022
C: -0.63603 -1.36055 2.23349  0.004
C: 1.20536 2.99585 -7.39761  0.005
C: 5.12403 -1.13374 -0.37508  0.048
C: 2.27713 3.49176 -6.66489  0.008
C: 3.07717 3.52312 0.42018  0.000
C: 2.78108 -3.23684 -3.92463  0.070
C: 1.62740 2.17793 -4.83449  0.168
C: 3.69485 -2.29301 -4.35504  -0.004
C: -0.45580 0.66053 -4.90040  0.024
C: 3.68508 3.72907 -4.62473  0.024
C: 6.16871 -0.60849 -1.15765  0.040
C: -2.04252 3.16615 0.38340  0.002
C: 4.55038 0.03958 -4.57660  0.021
C: 3.51992 -0.93620 -4.09001  0.073
C: 7.67154 -2.15452 -0.12074  0.040
H: 4.55403 -2.54866 1.14817  0.001
H: 5.97637 0.20702 -1.84372  0.007
H: -1.47052 0.91954 -5.19696  0.002
H: 0.48528 -1.21082 -2.48945  0.002
H: 0.59410 4.48660 -8.80924  0.000
H: -1.64706 -0.97654 2.27109  0.000
H: 0.88920 -3.58778 -2.94543  0.000
H: 8.25613 -0.72452 -1.61336  -0.001
H: 6.84521 -3.47097 1.36494  0.000
H: 2.94750 4.21275 -7.12068  0.001
H: -0.24245 -0.34404 -5.27040  0.000
H: 5.55376 -0.34533 -4.39245  0.002
H: 2.95861 -4.28556 -4.12243  0.003
H: -0.45248 0.63547 -3.80721  0.014
H: 3.75539 3.44397 -3.57094  0.017
H: 4.57620 -2.61072 -4.89856  -0.001
H: 0.23800 2.83703 -9.31845  0.000
H: 4.47560 1.02350 -4.11278  0.009
H: -0.43160 -2.09986 2.99718  0.001
H: 3.60679 4.81524 -4.64510  0.000
H: 4.44828 0.17933 -5.65560  0.004
H: 1.89461 3.45288 -9.38154  0.000
H: 8.67133 -2.55558 -0.01678  0.002
H: -0.50747 1.70746 -7.34381  0.003
H: 4.62176 3.45364 -5.11135  0.001

---

Record 4
C28H78N2O17 | ωB97M-V/def2-TZVPD

- SMILES: COCCNCCOC.COCCNCCOC.OCCO.OCCO.OCCO.OCCO.OCCO.CCO.CCO.CCO
- LUMO level: 0.18 eV
- Highest occupied orbital energy: -8.9 eV
- Gap between HOMO and LUMO: 9.11 eV
- Energy: -68078.8979 eV
- ΔE to the lowest compared entry with this formula, charge and spin: 0.000 eV

Last column: Mulliken charge in e.
CARTESIAN COORDINATES (ANGSTROEM)
O: -0.63622 -0.37899 -3.24022  -0.641
O: 2.02578 -4.34699 -0.67922  -0.751
O: 5.91678 -2.05099 2.88978  -0.577
O: -0.02722 9.09401 2.39078  -0.399
O: 1.89178 5.87101 -0.48422  -0.534
O: -2.75122 -4.37299 2.86978  -0.628
O: -2.42022 -0.18299 1.01278  0.048
O: 1.06478 -1.82499 -1.53722  -0.371
O: -0.74022 -1.96299 1.34678  0.285
O: 4.09678 -0.26499 2.44978  -0.818
O: -2.30422 -2.69299 -3.80622  -0.652
O: 0.46678 2.04701 1.40478  0.619
O: -0.40222 -6.29299 1.00378  -0.523
O: 6.36978 2.12301 1.38478  -0.581
O: -4.90922 -2.99099 -4.56322  -0.427
O: 1.79978 -0.92999 0.98978  0.524
O: 4.49278 -4.26999 0.48678  -0.634
N: -0.11322 5.66201 1.37278  -0.246
N: -4.18222 -1.09099 -2.17522  -0.092
C: 0.44978 6.72701 2.20278  -0.728
C: 4.69878 0.58801 1.46078  0.848
C: -2.04622 -3.51899 -1.59922  0.829
C: -0.58622 1.91601 -2.73922  -0.555
C: -0.31922 3.19101 1.11678  -0.350
C: -3.96622 -0.89799 -0.76422  -0.536
C: -5.21922 -2.07199 -2.32522  -0.284
C: 0.16178 4.37301 1.94678  -0.805
C: 1.17078 -4.71299 0.38378  2.380
C: -1.34522 0.87101 -3.35822  -0.218
C: -5.25522 -4.34999 -4.38222  -0.796
C: 1.76578 -0.16999 -0.19022  0.912
C: -2.75222 -0.01699 -0.37022  0.527
C: 2.48178 3.86801 -1.38222  -0.624
C: 1.23578 9.50901 2.88478  -0.799
C: 2.10378 -0.87599 -1.39422  -0.635
C: -3.39122 0.38101 1.81778  -1.590
C: -2.28022 -3.56599 1.82078  0.248
C: 5.71178 -3.19899 2.16978  -0.702
C: -1.80522 -3.67499 -2.99522  -0.903
C: 1.70778 5.07701 -1.59022  -0.423
C: 4.60978 -3.08099 1.21078  0.717
C: -0.03422 1.33801 2.51678  -0.549
C: 5.97278 0.95401 2.02178  -0.828
C: -0.00422 8.06801 1.68378  -0.661
C: -1.23622 -2.75999 2.38578  -0.696
C: -5.56322 -2.26499 -3.79222  -0.848
C: 0.54678 -6.00199 0.09678  -0.936
H: -3.33722 -1.40799 -2.61222  0.199
H: 1.13878 10.42101 3.44678  0.253
H: 3.11578 -1.29399 -1.20622  0.030
H: -0.99822 8.02801 1.24078  0.332
H: -3.04522 -2.96499 1.45278  0.075
H: 2.15678 5.58601 -2.42322  0.428
H: -1.40122 3.06801 1.17078  0.121
H: 4.07278 1.47801 1.26178  -0.281
H: 3.47278 4.27001 -1.25822  0.493
H: -3.03422 -5.25499 2.57578  0.395
H: -6.18022 -1.83799 -1.83522  0.488
H: -1.54322 0.96401 -4.44622  0.453
H: 5.10378 -1.56799 2.96678  0.496
H: -6.62122 -2.51099 -3.76522  0.583
H: -0.91822 0.76701 2.33278  -0.143
H: 6.71178 0.17901 1.91178  0.319
H: 0.82778 0.33901 -0.26522  -0.574
H: 0.09678 6.74801 3.25578  0.568
H: -1.54422 -2.14599 3.22978  0.595
H: -4.89322 -0.51599 -0.25622  0.545
H: -1.32122 -4.15199 -1.13622  -0.689
H: -4.28922 -0.15899 1.79478  0.450
H: 0.44978 -1.46599 -2.12622  0.101
H: -3.63122 1.45001 1.65178  0.301
H: -3.02822 -3.71099 -1.23922  0.575
H: -0.13222 1.86401 3.46078  0.490
H: 2.11178 -0.22999 -2.25722  0.440
H: -1.85022 -0.29099 -0.92422  -1.436
H: -2.88922 1.02201 -0.50922  0.819
H: -5.66622 -1.27399 -4.24022  0.326
H: 1.26078 4.31701 2.04978  0.246
H: -1.23122 -1.10599 -3.44322  0.057
H: 1.52078 6.61101 2.24878  0.407
H: 0.03278 -5.95799 -0.88322  0.244
H: -1.10322 2.86801 -2.77522  0.400
H: -3.90022 -1.89999 -0.33422  0.113
H: -1.89122 -2.44199 -1.27622  -0.393
H: 4.77078 -2.19499 0.61478  -0.167
H: 0.62978 8.31201 0.86878  0.380
H: -4.89122 -3.03299 -1.91822  0.125
H: -1.42122 -1.34499 1.25578  -0.143
H: -0.70322 -3.77199 -3.24822  0.257
H: 1.71178 -4.73499 1.37378  0.122
H: 4.77178 0.06901 0.49378  -0.018
H: -6.26522 -4.53999 -4.67022  0.417
H: 5.84278 2.87201 1.67178  0.333
H: 2.49978 3.19501 -2.28422  0.246
H: -4.51822 -4.90499 -5.00622  0.234
H: -1.93022 -4.26599 1.05678  -0.186
H: 0.46478 2.01501 -3.06222  0.199
H: 3.65978 -2.97099 1.68678  -0.044
H: 0.64578 4.75801 -1.72022  0.257
H: -0.10522 -6.72999 1.81278  0.344
H: -0.11122 3.36301 0.06578  -0.177
H: 1.09878 5.89301 0.03978  0.362
H: -0.27422 4.25901 2.92578  0.516
H: 5.51378 -4.03299 2.82978  0.296
H: 1.03578 -1.52699 0.89678  -0.180
H: 0.48778 -3.91499 0.37178  -1.780
H: -2.38322 0.77801 -2.96422  0.170
H: -5.19222 -4.59499 -3.30322  0.300
H: 2.07978 3.35701 -0.49622  -0.139
H: 1.93678 9.61801 2.11478  0.383
H: 1.66678 8.72501 3.52978  0.282
H: -1.10022 5.76501 1.24078  0.215
H: 0.74778 0.64401 2.75378  0.038
H: -3.05722 0.37501 2.79878  0.490
H: 6.59878 -3.51899 1.67178  0.355
H: -3.25022 -2.78199 -3.87422  0.191
H: 1.65178 -3.49999 -0.96922  0.554
H: -0.39722 -3.38999 2.72078  0.284
H: -0.60822 1.62201 -1.71622  -0.220
H: 2.44478 0.66901 -0.07022  0.142
H: -2.26422 -4.67099 -3.15822  0.541
H: 5.89478 1.12801 3.08978  0.326
H: 3.76678 -4.23099 -0.17822  0.427
H: 3.24978 -0.56099 2.05078  0.426
H: 1.22778 -6.83299 -0.08822  0.417

---

What is the energy in the fourth record?
-68078.8979 eV